[1]
Molecular formula: C18H19ClF3N2O2
Method: DFT, wB97M-V/def2-TZVPD

Properties
- HOMO-LUMO gap (eV) = 8.627
- lowest unoccupied orbital energy (eV) = -2.63
- charge = +1
- highest occupied orbital energy (eV) = -11.3
- molar mass (g mol⁻¹) = 387.81
- E_tot (eV) = -46705.1087
- SMILES = COc1ccccc1C[N@@H+](C)CC(=O)Nc1ccc(Cl)cc1C(F)(F)F

Last column: Löwdin charge in e.
Cartesian coordinates (Å):
H 2.251166 1.669148 1.498631  0.23
C 3.508917 -0.593095 0.594482  -0.22
H -5.956653 -1.582694 0.461517  -0.02
H 6.097036 -0.013899 1.408231  0.05
F -3.112963 -2.350105 -1.707134  0.26
C -5.433363 1.721430 0.285335  0.04
C -6.216750 0.319138 0.622013  -0.73
C -4.154912 1.382911 -0.138894  -0.12
H 0.646316 0.633966 1.405019  0.13
H 5.103095 -1.795513 0.176579  0.14
C 5.721564 0.619329 0.686420  -0.03
C 2.111197 -0.206442 0.712207  -0.14
H 1.928432 2.697591 -1.855586  0.14
F -4.165763 -3.337834 -0.104596  0.08
H 3.006027 2.521340 -0.425575  0.11
C 1.429431 1.030425 0.823546  -0.13
H 6.219601 0.220441 -0.343513  0.13
C -3.484153 -2.160352 -0.543672  -0.44
C 2.226282 2.084803 -0.990936  -0.07
N 1.133710 1.634571 -0.467328  -0.22
H 0.195737 -1.425420 1.105668  0.19
H 0.099234 1.276299 -2.025302  0.16
N -2.178581 0.516161 -1.115928  0.22
H 6.153819 1.741132 0.701634  0.14
C 1.927034 -2.778897 0.405939  -0.13
H 0.646483 2.385805 0.142906  0.22
C -3.423311 0.395895 -0.411123  -0.25
H 1.270867 -3.733779 0.530604  0.16
C -4.166742 -0.726769 -0.235614  -0.01
H -5.977868 2.510036 0.784231  0.10
C 3.329676 -2.872894 0.210106  -0.10
H 0.364106 -0.200942 -1.158906  0.19
H -3.670420 2.547546 -0.267487  0.19
O -1.369208 2.263295 0.300015  0.11
H 3.767123 -3.997247 0.217751  0.18
C 1.437984 -1.609394 0.679792  -0.06
C -1.215137 1.328223 -0.501610  -0.32
C 4.051685 -1.885656 0.528114  -0.06
C 0.152071 0.915946 -1.016524  -0.09
H 2.943990 1.369541 -1.579714  0.18
H -2.037128 -0.324276 -1.345613  0.03
O 4.282029 0.487737 0.435698  -0.14
F -2.255010 -2.140325 0.294247  0.00
C -5.454119 -0.887715 0.333973  0.02
Cl -7.732542 0.350531 0.890400  0.90

Forces on the atoms, in the same order (eV/Å):
-2.72 -0.82 -1.86
-2.46 3.29 0.49
-7.24 -12.68 1.76
0.46 -0.99 2.04
1.17 -0.53 -4.00
-1.99 -8.24 2.10
9.50 2.59 -3.63
-3.11 15.14 1.80
-2.16 1.15 0.56
-0.39 -0.71 1.04
0.96 1.21 -5.58
4.07 -9.74 -1.35
0.38 0.60 0.38
1.09 2.93 -0.83
-0.22 0.91 1.38
5.08 -0.73 4.43
-0.86 0.82 2.30
-0.61 0.12 6.62
7.53 1.69 -8.81
-3.56 1.50 10.23
3.54 -1.13 -1.55
-0.23 -0.02 -1.17
-2.54 8.36 4.85
-1.86 -2.52 0.49
-0.16 -4.49 -0.09
-0.34 0.41 -2.07
1.51 -4.16 -2.18
1.33 1.93 -0.51
-0.30 -6.73 0.57
0.78 0.89 -0.80
-2.92 -8.70 0.68
-0.33 1.49 0.82
-0.62 -3.36 0.00
0.67 -2.13 -1.98
-0.85 2.86 -0.75
-5.95 7.70 2.54
-0.60 -0.61 0.83
4.95 5.73 -1.27
-3.08 -2.84 -4.76
-1.88 0.09 1.28
3.30 -7.89 -2.90
1.84 2.24 0.82
-1.87 -0.17 -1.50
6.87 15.71 -2.02
-6.17 -0.16 1.62



[2]
Molecular formula: C6H6F6N2O
Method: DFT, wB97M-V/def2-TZVPD

Properties
- relative energy (zero: lowest compared OMol25 entry of this formula, charge and spin) (kJ/mol) = 0.00
- HOMO-LUMO gap (eV) = 9.495
- lowest unoccupied orbital energy (eV) = 0.55
- charge = 0
- highest occupied orbital energy (eV) = -8.9
- molar mass (g mol⁻¹) = 236.12
- E_tot (eV) = -27650.4343
- SMILES = O[C@]1(C(F)(F)F)NCCN=C1C(F)(F)F

Last column: Löwdin charge in e.
Cartesian coordinates (Å):
H 1.001574 0.705414 2.202411  0.11
C -0.080167 0.553836 1.945655  -0.19
C -0.482067 0.441765 -0.865196  -0.03
F 2.307122 0.501160 0.063662  0.13
H -0.468593 0.533458 3.054069  0.15
O -0.011782 -2.174753 -0.410179  0.11
C -0.726093 0.290328 -2.398434  -0.59
H -0.918027 -2.233847 -0.593016  0.10
N -0.922124 1.389838 -0.253430  0.12
H -1.897727 1.439470 1.604152  0.12
F -1.769195 1.038664 -2.778774  0.15
C 0.273496 -0.964643 0.044639  -0.36
F -0.957496 -0.975822 -2.805351  0.14
N -0.242604 -0.795403 1.386655  0.04
F 2.556292 -1.549908 0.274852  0.16
C 1.760549 -0.679551 -0.339963  -0.52
H -0.206745 -1.561646 1.995762  0.11
C -0.923461 1.546238 1.135997  -0.20
F 1.885465 -0.764318 -1.694520  0.14
F 0.361533 0.722734 -2.989509  0.17
H -0.539951 2.536986 1.420517  0.13

Forces on the atoms, in the same order (eV/Å):
-0.67 0.73 -1.07
0.38 -1.42 2.99
0.99 -5.02 0.27
-1.25 0.10 -0.65
0.15 -0.02 -2.09
1.72 -1.63 -0.64
-0.20 0.42 1.34
-2.10 -0.31 -0.40
-1.77 2.14 -0.49
-0.53 0.23 -0.77
0.17 -0.23 -0.11
-0.91 4.54 -0.39
-0.01 0.32 0.39
0.20 2.08 -1.85
0.29 -1.18 -0.37
0.65 -0.07 0.69
0.52 -1.17 0.65
1.96 0.16 2.65
0.24 -0.15 1.45
0.57 0.47 -1.22
-0.38 0.02 -0.39



[3]
Molecular formula: C3H8BrN
Method: DFT, wB97M-V/def2-TZVPD

Properties
- relative energy (zero: lowest compared OMol25 entry of this formula, charge and spin) (kJ/mol) = 88.55
- HOMO-LUMO gap (eV) = 9.625
- lowest unoccupied orbital energy (eV) = 0.47
- charge = 0
- highest occupied orbital energy (eV) = -9.2
- molar mass (g mol⁻¹) = 138.01
- E_tot (eV) = -74771.3752
- SMILES = CCN(C)Br

Last column: Löwdin charge in e.
Cartesian coordinates (Å):
Br -1.090087 -0.633604 -1.973663  0.65
H 2.231593 0.465602 -0.501973  0.12
H -0.593706 1.287180 0.506318  0.14
H 1.700601 0.140422 -2.212168  0.04
C 1.347477 0.502521 -1.282476  -0.20
C -1.183570 -0.721028 1.260541  -0.12
H -1.939239 -0.819152 0.585798  -0.01
H 0.846902 1.518951 -1.366347  0.08
H -1.422632 -0.135322 2.111042  0.07
N 0.317554 -0.417253 -0.662646  -0.57
H 0.786157 0.220277 1.302427  0.15
C -0.161655 0.176001 0.571890  -0.40
H -0.839394 -1.584597 1.661259  0.04

Forces on the atoms, in the same order (eV/Å):
0.38 0.23 0.54
-1.67 0.48 -1.61
0.91 -2.14 -0.23
0.15 -0.37 -0.89
-0.44 0.34 3.09
1.58 3.60 0.12
-2.59 -0.63 -1.31
1.12 -0.86 -0.03
-1.13 0.54 0.88
0.99 0.79 -1.05
-1.77 0.12 -1.78
1.13 0.84 1.74
1.36 -2.93 0.53